Molecular formula: C5H12O
Method: DFT, the ωB97M-V functional and the def2-TZVPD basis

Each atom is followed by the atoms it is bonded to, with distances in Å.
Cartesian coordinates (Å):
1 C 1.71300 1.27649 -0.51252  C2 1.535, H7 1.092, H8 1.082, H9 1.095
2 C 0.75334 0.12123 -0.19731  C1 1.535, C3 1.530, C4 1.516, H10 1.100
3 C 1.57021 -1.12046 0.16730  C2 1.530, H11 1.097, H12 1.094, H13 1.089
4 C -0.33687 0.46374 0.79827  C2 1.516, C5 1.568, H14 1.091, H15 1.088
5 C -1.57888 -0.44798 0.50853  C4 1.568, O6 1.402, H16 1.097, H17 1.088
6 O -2.20996 -0.32022 -0.73688  C5 1.402, H18 0.942
7 H 1.10594 2.16293 -0.70576  C1 1.092
8 H 2.33245 1.00864 -1.35866  C1 1.082
9 H 2.26976 1.48920 0.40576  C1 1.095
10 H 0.29073 -0.14171 -1.16016  C2 1.100
11 H 2.05353 -0.93894 1.13505  C3 1.097
12 H 1.02339 -2.05886 0.29961  C3 1.094
13 H 2.29366 -1.35109 -0.61324  C3 1.089
14 H -0.71024 1.48153 0.67920  C4 1.091
15 H -0.12294 0.20522 1.83367  C4 1.088
16 H -2.31108 -0.26326 1.30374  C5 1.097
17 H -1.21930 -1.46623 0.63715  C5 1.088
18 H -2.40521 0.59482 -0.84569  O6 0.942

Output
- Orbital gap: 11.144 eV
- Spin multiplicity: 1
- Structure (SMILES): CC(C)CCO
- Energy above the lowest of the compared OMol25 structures with the same formula, charge and spin: 13.7 kcal per mole
- Energy: -7426.715 eV